Below is a 16-piece molecular cluster, C72H186N10O12 overall in a non-equilibrium geometry, with properties calculated with the ωB97M-V functional and the def2-TZVPD basis.

```
280
Properties=species:S:1:pos:R:3:forces:R:3
O -0.424533 3.427904 7.214014 1.38 0.67 -1.43
O 2.642671 -0.248545 2.863511 1.18 -1.14 0.18
O 3.624011 -4.767455 1.186704 -0.07 -1.06 -0.44
O 3.562960 2.146525 6.601422 -0.16 0.17 -0.92
O 0.991388 -5.849090 0.520392 0.45 -0.16 0.77
O 2.629622 -0.332735 6.489622 -0.85 -0.06 -0.75
O -1.567218 1.079532 5.813660 1.34 0.46 -0.36
O -5.645415 2.384659 -2.797508 0.65 0.41 0.27
O -8.877927 0.679413 -3.273172 -0.11 -0.60 0.76
O 3.073085 -2.804626 4.330466 0.21 0.60 -0.49
O 6.490578 0.266931 0.787500 -0.49 0.06 -0.56
O 3.674789 2.439145 0.737893 -0.72 0.64 -0.29
N 5.265711 -2.948249 -3.384641 -0.05 -0.91 -0.37
N 3.704923 5.210404 0.391581 -0.59 -0.10 0.23
N 0.982689 -4.180637 -4.049649 1.24 -1.04 -0.07
N 3.665672 2.179920 -4.829351 -0.22 0.46 1.41
N -0.484668 -4.041530 6.168381 -0.59 0.09 -0.35
N -2.852725 -4.396925 0.646519 -0.86 -0.49 -0.90
N -2.868839 5.534236 1.405007 0.76 -0.01 0.62
N 0.373912 0.202081 1.350290 0.62 -0.15 -0.10
N -3.028649 2.317542 -3.963321 0.14 0.32 0.35
N -5.589791 -0.897845 0.436158 -0.43 -0.91 0.76
C 1.006614 -3.818042 -2.642785 1.25 -0.83 0.45
C 2.073371 3.184854 -6.683100 0.73 -0.68 0.08
C 4.012955 -2.139754 3.430444 -1.64 -1.53 0.60
C 0.372289 2.652387 1.967310 -0.40 0.14 -0.21
C 0.808154 -2.352222 -2.391683 0.92 -0.14 1.75
C 0.208449 -2.767839 6.244771 0.40 -0.40 1.20
C -0.498368 -4.157623 -6.136094 0.99 0.27 -1.09
C 0.254003 -4.978928 5.329471 0.35 0.24 0.17
C 2.839211 -5.510668 2.112358 -0.12 0.32 0.57
C -1.156888 3.496300 5.986067 0.49 -0.07 0.72
C -0.890044 -1.638851 2.549880 0.04 -0.01 0.75
C -2.550770 6.793951 -0.742340 0.22 -1.14 -0.40
C -0.314863 -4.184309 -4.639661 -1.94 0.23 0.95
C 4.615957 1.562082 0.195293 -0.63 -1.20 -0.29
C 3.407319 2.455252 -6.209068 0.82 1.43 -1.35
C -3.497770 -3.347648 -0.194588 1.88 0.98 0.58
C 3.337270 -1.411044 2.297274 -0.54 1.00 0.66
C -0.286419 -1.914113 7.390735 1.42 -0.24 -0.49
C 3.148090 0.802284 -2.829248 0.88 -0.01 -0.54
C 2.680244 1.875605 5.457543 0.61 -0.42 0.64
C -0.885970 3.708448 -4.011045 0.01 0.83 0.86
C -3.483141 -6.350394 -0.997990 0.20 -0.93 0.33
C -4.239191 3.744388 0.342498 -0.99 -0.50 -1.98
C -5.153259 0.085717 -0.526160 -0.24 0.44 0.26
C -4.312030 3.827227 -5.456339 0.34 1.66 1.44
C 2.287037 5.538552 0.160194 0.59 0.11 -0.29
C 3.737681 3.408687 -4.046125 0.79 0.51 -0.18
C -7.032750 -1.250363 0.258641 1.12 -0.53 -1.21
C -2.639446 -3.004446 -1.417332 -1.14 0.41 1.39
C -2.457697 -5.594485 -0.174613 0.87 1.15 0.34
C -2.970004 -0.163795 -3.857541 0.59 -0.04 -0.52
C -3.800529 -4.697971 1.734974 2.40 0.08 0.95
C 1.039288 0.434109 0.029517 -0.53 1.51 0.56
C -2.286101 3.463666 -3.404680 0.15 -0.13 -0.19
C -2.726116 -5.066031 6.312515 -1.02 0.72 0.03
C 1.827076 0.698784 5.912474 0.00 -0.62 -0.96
C 1.757011 -5.418005 -4.256936 0.37 0.37 -1.57
C -5.105430 -0.670617 1.821865 0.30 -0.55 -0.24
C -4.216417 5.059109 1.041266 0.54 0.54 1.33
C 6.285470 -1.947254 -3.407015 -0.09 0.97 -1.79
C 0.980110 -6.031054 6.135595 0.51 -0.95 -0.21
C -7.892380 1.449959 -2.561536 0.53 0.27 -1.14
C 5.658392 1.331807 1.232535 1.11 0.68 -0.10
C 4.548025 5.700503 -0.661737 -1.19 0.11 -1.56
C 4.899307 4.349322 -4.428472 -0.94 1.45 -0.36
C 4.991583 -3.442191 -2.064763 -0.31 -1.06 0.66
C 1.311764 -6.654666 -3.503860 0.11 0.66 0.36
C -5.559871 0.640913 2.477469 0.34 -0.16 -1.22
C 4.385059 -2.464429 -1.043803 -0.02 -0.51 -0.82
C 4.083031 -2.612865 -4.111690 -1.56 -0.21 -1.16
C -0.407669 1.347857 1.827046 0.63 -0.18 0.01
C 4.216106 5.731207 1.670727 -1.75 -0.90 0.35
C 4.214746 -2.669358 -5.645557 0.40 -0.20 -0.26
C -7.371326 -2.615603 0.844666 0.06 -0.18 0.57
C 5.895282 5.049984 -0.656869 1.30 -0.12 -0.28
C -2.872784 6.718394 2.303320 -0.20 -0.97 -0.38
C 3.436696 5.083825 2.857767 0.49 0.79 -0.74
C -1.546142 6.838438 3.110882 -0.19 0.05 -0.11
C -1.040574 2.244260 5.109478 -1.82 0.41 0.51
C 1.346877 -5.420665 1.858769 -0.37 -0.56 0.44
C 2.699832 1.279522 -4.200567 0.69 0.11 -0.33
C 1.612936 4.769640 -0.969006 -0.26 1.06 -2.05
C -2.196508 1.132458 -3.990089 1.24 -0.28 0.73
C -3.518372 2.560875 -5.290806 -0.81 0.30 -1.67
C -1.882493 -3.905038 5.783219 -0.69 0.50 1.10
C -3.323433 -5.723765 2.789909 0.96 1.22 -0.95
C -6.574925 1.531736 -3.409387 -0.85 -0.21 0.35
C 7.628372 -2.546634 -3.233389 1.26 -1.03 0.24
C -1.999191 5.735083 0.261117 0.00 0.51 -0.61
C -0.495059 -0.992317 1.256142 -0.74 0.97 -0.98
C -3.688307 0.445132 -0.495926 0.68 -0.87 1.10
C 0.069940 0.898248 -1.047776 -0.95 -2.06 0.09
H 3.590037 1.531181 -6.758485 -0.41 -0.05 -0.19
H -0.445180 -5.129365 -6.607966 0.07 -0.53 0.10
H 4.923647 5.182849 -3.695034 0.01 -0.48 -0.23
H -7.668940 0.965205 -1.607010 -0.01 0.47 0.02
H 6.396964 5.245624 -1.605835 0.08 0.27 -0.03
H -4.808829 3.873945 -6.400855 0.02 0.04 -0.83
H -4.721479 2.331049 -3.196804 -1.04 -0.34 0.33
H -3.791765 -4.828490 6.265937 -0.13 0.29 -0.46
H 4.161101 -2.958815 -0.110725 -0.54 -0.28 0.06
H -3.034516 -7.299971 -1.373188 -0.16 0.82 -0.05
H -5.728010 1.003008 -0.371000 -0.16 0.28 -0.54
H -4.511767 -3.543989 -0.493206 -0.68 -0.49 -0.10
H -3.744118 6.527657 2.981935 0.84 0.58 -0.31
H 1.769598 1.797358 -4.124402 -1.27 0.33 0.11
H 4.194403 0.513502 -2.938036 0.05 -0.36 0.14
H -5.298468 3.349257 0.217254 1.24 0.44 0.45
H 4.276800 3.115925 -6.484408 -0.93 -0.55 -0.20
H 4.640510 -1.483672 3.999397 0.43 0.55 0.28
H 4.616009 -3.653489 -5.925214 0.01 0.15 0.13
H 3.254620 1.575421 4.565493 0.15 0.32 0.54
H -1.630292 -2.885325 -1.103429 0.87 0.43 0.31
H -2.501074 -5.282080 3.378470 -0.54 -0.24 0.08
H 0.402365 -1.097431 7.511299 0.28 0.61 0.01
H -1.491442 1.108757 -3.117845 -0.64 0.48 -0.59
H 2.155751 6.629351 0.159409 -0.07 0.16 -0.69
H 5.256117 5.508186 1.725934 0.70 -0.45 0.14
H -4.203098 -5.966553 3.380326 0.33 -0.38 0.28
H -0.893616 0.326066 -1.029196 0.76 0.27 -0.01
H 1.332393 0.183298 5.028346 0.11 0.93 1.10
H 1.763333 3.705202 -0.915242 0.47 -0.51 0.23
H 4.371058 -4.346836 -2.177580 -0.37 0.41 -0.03
H 3.080588 -5.127110 3.138383 -0.41 -0.11 -0.89
H -5.477679 -1.493234 2.469394 0.45 0.22 -0.54
H 6.246320 -1.418324 -4.397363 0.03 -0.49 0.76
H 5.849939 3.850467 -4.374200 0.39 -0.35 -0.10
H 1.017972 -6.190404 2.630753 -0.56 1.16 -0.76
H 1.202317 2.532803 -6.529250 0.13 0.24 -0.11
H -1.629769 -1.058476 3.076799 -0.34 0.27 0.37
H -4.305926 -6.686416 -0.388521 -0.42 -0.07 0.47
H 1.010185 -4.370250 4.812994 -0.17 -0.44 -0.53
H 5.069877 -1.706561 -0.759660 0.91 0.91 0.07
H -6.213153 0.519475 -3.443886 0.39 -0.68 -0.30
H -1.565537 7.704456 3.798779 0.03 -0.23 -0.52
H -4.685161 -5.083623 1.374049 -2.37 -0.69 -1.16
H 1.896997 4.137333 -6.183473 0.08 -0.09 0.31
H 4.042215 5.486632 -1.631954 0.32 -0.11 0.55
H -1.322452 -2.626319 2.390868 -0.06 -0.05 -0.28
H -4.255238 1.835710 -5.641376 0.45 -0.91 0.47
H 3.034302 -6.602320 2.156268 0.53 0.46 -0.47
H -3.088369 -0.435144 -0.763947 -0.02 0.17 0.32
H 3.159341 1.550026 -2.051480 -0.40 0.46 0.06
H 0.892963 -4.412498 1.957690 0.44 -0.50 0.63
H 1.673024 -6.585655 5.493828 0.20 0.24 -0.19
H 2.147239 3.457269 -7.754618 0.04 -0.48 0.47
H -0.204058 1.898073 -0.852824 -0.17 1.43 -0.31
H -3.418343 1.207654 -1.191626 -0.19 0.70 -0.65
H -2.704111 2.556655 -6.050956 -0.19 -0.04 0.33
H 1.233576 -2.100853 -1.401497 -0.11 -0.35 -0.26
H -0.208766 2.878487 -3.824569 -0.08 -0.19 0.01
H -1.968012 6.857422 -1.641023 0.84 -0.21 -0.46
H 0.315866 -3.585692 -6.636884 -0.70 0.07 0.33
H 1.472163 -0.503765 -0.226438 0.64 -0.59 -0.26
H -0.032972 2.118754 4.718975 -0.01 -0.23 0.11
H 2.572090 -0.023807 -2.449447 -0.19 -0.40 -0.01
H 4.811571 4.891670 -5.414375 -0.03 -0.86 0.82
H -5.124788 0.763727 3.453112 0.24 0.04 0.45
H 0.666506 3.107051 1.032321 0.03 -0.29 -0.69
H -7.254450 -1.337231 -0.849847 0.66 0.11 0.93
H 8.485313 -1.903865 -3.425460 -0.20 0.41 -0.12
H 6.193584 2.292841 1.390383 0.13 -0.53 0.01
H 3.161721 2.832297 7.148815 -0.05 -0.11 -0.18
H 2.080524 2.766583 5.245751 0.01 -0.18 -0.10
H 7.680839 -3.372800 -3.950678 0.24 -0.08 0.25
H -4.013722 -3.748161 2.216902 -0.11 0.17 0.13
H 1.497048 -6.493701 -2.433102 -0.57 -0.18 -0.13
H -2.659332 -6.004566 5.792853 0.58 -0.50 -0.13
H -3.032428 -2.112011 -1.891718 0.12 0.02 -0.17
H -0.856749 1.051125 2.803273 0.13 0.29 -0.85
H 0.317459 -6.840965 6.460999 -0.13 0.48 0.53
H 6.553360 5.477815 0.130833 -0.33 -0.67 -0.42
H 1.838706 -0.053678 2.355457 -0.49 -0.08 -0.46
H 4.163562 6.821918 1.670803 -0.27 0.33 0.15
H -2.177332 3.751710 6.233114 -0.60 -0.33 -0.17
H -3.625549 -0.339612 -4.724442 -0.17 0.03 0.58
H -7.705303 -0.458349 0.543316 -0.41 0.49 0.75
H 3.534016 -1.960190 -1.501545 -0.30 -0.13 0.33
H -2.063791 -3.725317 4.708037 0.28 -0.10 0.06
H -3.541849 -2.416573 0.412584 -0.12 -0.73 -0.13
H 0.291679 -6.853841 -3.765343 -0.81 -0.23 0.42
H -4.705726 5.796783 0.399377 -0.58 0.15 0.42
H 0.000967 -1.745944 0.672533 0.48 -0.23 -0.49
H 3.248259 0.118416 7.049031 0.74 0.40 0.56
H 0.029315 -5.876468 0.542825 0.01 -0.02 -0.32
H -2.609125 -5.164048 7.382267 0.67 -0.35 0.25
H 2.781069 -5.190356 -3.935591 -0.03 -0.09 -0.38
H -1.165574 1.555638 1.066560 -0.67 -0.03 0.32
H -0.762436 -3.258145 -4.258636 -0.26 -0.14 -0.02
H -0.979108 -5.016388 -4.273333 0.39 0.41 0.15
H 1.260153 -2.977829 6.471232 -0.07 -0.09 -0.15
H -2.547927 7.798887 -0.381377 -0.37 0.60 0.53
H 1.824784 1.242305 0.063365 -0.50 -1.06 0.61
H -1.256201 -1.541461 7.253046 -1.47 0.49 -0.04
H 2.771756 3.939906 -4.044453 0.03 0.13 -0.11
H 0.396525 -4.509844 -2.002514 -0.16 0.83 -0.36
H -1.397440 -0.664910 0.648937 0.57 -0.74 0.74
H -5.351413 -0.361583 -1.494881 -0.36 0.31 -0.40
H -0.773906 4.380105 5.485776 0.27 -0.02 -0.41
H 0.510647 4.869215 -0.901301 0.55 0.28 -0.05
H -0.193498 -2.493833 8.276783 -0.32 -0.50 0.92
H -0.418270 -5.487830 4.625053 0.17 0.31 -0.07
H 1.170095 1.144891 6.668456 -0.52 -0.47 -0.05
H -0.317557 3.382332 2.366323 -0.20 0.32 0.51
H 1.592565 -5.616578 6.948781 -0.47 -0.09 -0.08
H 7.797627 -2.935895 -2.215934 -0.20 -0.03 -0.35
H 3.931367 3.158095 -3.007837 -0.06 -0.22 0.15
H -0.200098 -2.125181 -2.272417 -1.85 0.79 -0.30
H -6.802660 1.862385 -4.429546 -0.21 -0.05 0.01
H -4.682098 4.908030 2.036692 -0.35 0.47 -0.70
H -6.830725 -3.402760 0.323118 0.33 0.07 0.04
H -5.119348 3.967951 -4.709015 0.50 -0.37 -0.14
H 3.660963 3.311028 0.281060 0.33 -0.12 0.56
H -0.598666 6.852861 2.515104 -0.98 0.26 0.20
H -1.459949 5.961146 3.746775 -0.06 -0.20 0.07
H -7.188710 -2.730018 1.924540 0.19 0.24 -0.33
H -3.625581 4.686832 -5.320494 -0.59 -0.10 -0.45
H 2.584691 0.477321 -4.923006 -0.18 -0.53 0.20
H 4.126984 0.569019 0.054057 0.19 0.52 -0.34
H 3.573875 -5.265241 0.345209 0.05 0.56 0.50
H 6.098672 -1.192696 -2.684635 -0.19 1.05 0.96
H -0.895441 3.895619 -5.079615 -0.11 0.11 -0.17
H -0.042100 -1.775266 3.232175 0.06 0.10 -0.27
H -3.930164 -5.787393 -1.796557 0.07 0.31 -0.54
H -2.288647 -3.006093 6.309136 0.37 -0.56 -0.51
H -2.189850 3.252262 -2.351009 0.29 -0.17 0.52
H 4.950162 -1.931508 -5.966711 -0.18 0.10 -0.42
H 5.020203 1.898587 -0.762060 0.08 -0.03 -0.02
H 3.258645 -2.576750 -6.227364 0.71 0.30 0.88
H 2.544051 -2.119021 4.756776 0.13 0.12 0.08
H -6.641607 0.613572 2.574371 -0.16 0.30 -0.01
H -3.347521 0.803860 0.490321 -0.17 -0.20 -0.33
H -2.863890 -6.566321 2.264940 -0.54 -0.31 0.35
H -3.907020 3.850634 -0.719991 -0.03 -0.17 0.70
H -1.497225 -3.777638 -6.406938 0.49 0.15 0.20
H -3.523208 6.492620 -1.154237 -0.04 0.25 0.53
H -1.956282 4.775221 -0.241234 0.19 -0.20 -0.32
H -3.081293 7.592143 1.659929 0.04 0.16 0.69
H 5.853226 3.934239 -0.638643 -0.14 0.86 0.50
H -1.978034 -6.288639 0.512852 -0.06 -0.17 0.11
H -0.917316 3.010557 7.884312 -1.09 -0.89 1.01
H 5.097483 1.121955 2.123738 -0.05 -0.41 0.78
H -2.647839 -3.806428 -2.081965 -0.07 -1.24 -1.53
H -3.969379 -0.737244 1.765883 -1.40 0.02 0.34
H -3.606896 3.026176 0.834112 0.18 -0.41 0.24
H 7.210493 0.039433 1.367944 0.13 0.25 0.55
H 0.203443 -2.213778 5.326748 -0.16 0.41 -0.97
H 1.861119 -7.535212 -3.767900 0.57 -0.39 -0.39
H 1.747578 -5.582164 -5.379033 0.22 -0.04 1.19
H -0.940375 5.959509 0.557157 -1.02 -0.01 -0.02
H 1.284265 2.642309 2.534074 0.33 -0.41 0.64
H -1.626615 -5.234208 -0.819817 -0.52 -0.27 0.19
H 4.548838 6.806044 -0.641560 0.56 -0.03 0.10
H -1.743514 2.452833 4.263234 0.64 -0.41 0.42
H -8.409765 -2.886045 0.727347 -0.54 0.26 -0.20
H 4.571501 -2.996704 3.082159 0.50 0.09 -0.51
H 0.489606 0.714330 -2.028976 0.14 0.46 -0.26
H 4.166308 -1.043141 1.684742 -0.24 -0.11 -0.51
H 1.315148 -1.674594 -3.050531 0.11 -0.02 -0.86
H 3.134547 4.065786 2.608944 0.29 0.00 0.11
H -0.405261 4.579791 -3.499096 -0.47 -0.49 -0.47
H 4.044901 5.126763 3.745493 0.31 -0.32 0.37
H -2.179702 -0.928661 -3.906991 -0.50 -0.21 0.27
H -2.936471 4.340844 -3.428062 0.23 0.02 -0.25
H 3.725728 -1.617735 -3.804648 -0.38 -0.12 -0.14
H -5.235562 1.470420 1.827277 -0.36 -0.03 0.43
H -9.421269 0.199159 -2.608039 0.63 0.58 -0.81
H 2.556296 5.659289 3.101209 -0.44 0.17 -0.06
H 2.633327 -2.070217 1.733004 0.57 0.44 0.34
H -0.808215 0.620117 6.236711 -0.68 0.41 -0.39
H 2.029209 -4.041238 -2.256130 -0.43 -0.03 -0.50
H 1.713845 5.253443 0.993768 -0.38 -0.54 1.58
H -3.463013 -0.161395 -2.861941 0.04 -0.27 -1.03
H -8.282124 2.466035 -2.490691 0.10 0.07 0.63
H -1.520552 1.191127 -4.884693 -0.53 -0.45 0.42
H 1.908863 5.081672 -2.035403 -0.37 -0.31 1.54
H 3.291759 -3.376784 -3.973553 0.44 0.73 0.78
H 5.885618 -3.909994 -1.670699 0.54 0.29 0.26
```
Forces are in eV/Å.

The calculation puts the strongest force on any atom at 0.0531 hartree/bohr. Its total energy is -4304.993009 Ha. Its gap between HOMO and LUMO is 8.404 eV.

Atomic partial charges in e from the Löwdin method, atoms 1 to 6: number 1, O, carries -0.06; number 2, O, carries -0.10; number 3, O, carries -0.08; number 4, O, carries -0.08; number 5, O, carries -0.08; number 6, O, carries -0.06